{"formula": "C32H43AuBrFN3O3", "method": "wB97M-V/def2-TZVPD", "de_lowest_kj_mol": 241.9, "multiplicity": 1, "max_force_ev_per_a": 1.0, "homo_energy_ev": -9.141, "orbital_gap_ev": 4.128, "charge": 1, "elements": ["Au", "N", "C", "C", "C", "N", "C", "C", "N", "C", "H", "H", "H", "H", "H", "H", "H", "H", "H", "H", "H", "H", "H", "H", "H", "H", "C", "C", "C", "C", "C", "C", "C", "C", "C", "C", "C", "C", "O", "H", "H", "H", "H", "H", "H", "H", "H", "H", "H", "H", "H", "H", "H", "H", "H", "H", "Br", "C", "C", "C", "C", "C", "C", "C", "O", "O", "H", "H", "H", "H", "F", "C", "C", "C", "C", "C", "C", "C", "H", "H", "H", "H", "H", "H"], "xyz": [[-0.707994, -0.552228, 0.347486], [3.369648, -0.260520, 5.072621], [2.477587, 0.108160, 3.902551], [1.181272, 0.682201, 4.451030], [0.239166, 1.124361, 3.317294], [-0.392756, -0.023946, 2.657145], [0.993670, 2.080447, 2.376673], [2.347528, 1.561108, 1.862416], [2.202285, 0.442469, 0.941599], [3.219481, 1.114552, 3.035165], [2.913412, -0.928970, 5.693545], [3.589753, 0.572795, 5.616644], [4.248909, -0.666687, 4.753445], [2.299858, -0.820383, 3.358427], [1.418201, 1.554530, 5.073793], [0.658570, -0.051073, 5.073330], [-0.569029, 1.689351, 3.780740], [-1.276621, -0.275417, 3.082812], [0.160250, -0.880078, 2.658517], [1.185285, 3.014644, 2.915945], [0.341237, 2.310734, 1.529851], [2.857405, 2.405305, 1.385697], [3.065307, -0.085933, 0.864049], [1.998547, 0.770759, 0.001378], [3.483298, 1.993280, 3.635478], [4.144713, 0.679596, 2.642229], [2.413623, 1.205875, -2.699473], [1.109166, 1.965951, -2.991482], [0.568622, 2.692185, -1.754548], [0.086030, 1.038706, -3.630071], [-0.181315, 1.191168, -4.979979], [-1.058019, 0.347956, -5.640494], [-1.713950, -0.630138, -4.915330], [-1.498917, -0.829843, -3.555823], [-2.265327, -1.974443, -2.908237], [-1.307888, -3.109936, -2.515674], [-3.135316, -1.564455, -1.714824], [-0.528138, -0.023349, -2.888770], [-0.094780, -0.235576, -1.656629], [3.107044, 1.825823, -2.116720], [2.907213, 0.936707, -3.634128], [2.205172, 0.282326, -2.160803], [1.346523, 2.734310, -3.729868], [0.258686, 1.982105, -0.985024], [-0.297139, 3.297781, -2.032636], [1.327636, 3.364692, -1.338009], [0.309120, 1.988780, -5.529936], [-1.231306, 0.454290, -6.704389], [-2.427703, -1.269931, -5.423312], [-2.946970, -2.354519, -3.670451], [-0.567719, -2.747951, -1.802552], [-0.778088, -3.490150, -3.391216], [-1.857488, -3.935298, -2.052892], [-2.525871, -1.444585, -0.819017], [-3.871977, -2.339176, -1.492752], [-3.665639, -0.628990, -1.915939], [4.246495, -5.863948, -1.507161], [2.708277, -5.166137, -0.640577], [1.652332, -6.007083, -0.335107], [0.538393, -5.488398, 0.312444], [0.478154, -4.142999, 0.650223], [1.550344, -3.318285, 0.327278], [2.668505, -3.818317, -0.326375], [-0.765435, -3.618298, 1.370610], [-1.664771, -4.412122, 1.597794], [-0.762619, -2.368598, 1.730927], [1.700429, -7.055210, -0.601987], [-0.302798, -6.122680, 0.558487], [1.491649, -2.267948, 0.576858], [3.497752, -3.177568, -0.599425], [-3.994482, 6.300841, 1.274027], [-3.696598, 5.062957, 0.970823], [-4.019851, 4.062263, 1.886517], [-3.703441, 2.769559, 1.570262], [-3.065207, 2.456220, 0.339442], [-2.773577, 1.143488, -0.001849], [-2.764303, 3.513351, -0.560706], [-3.077941, 4.810177, -0.250019], [-4.511665, 4.318708, 2.815535], [-3.953166, 1.963217, 2.251991], [-2.353412, 0.915545, -0.979285], [-3.096538, 0.318274, 0.625604], [-2.299038, 3.276441, -1.510090], [-2.861739, 5.627152, -0.925137]], "atomic_forces_ev_per_a": [[0.23, 0.77, -0.39], [-0.05, -0.10, -0.06], [-0.15, 0.18, -0.19], [-0.10, -0.05, 0.15], [0.15, 0.02, -0.10], [0.07, 0.14, -0.19], [-0.10, -0.30, -0.19], [-0.01, 0.13, -0.01], [-0.05, -0.19, -0.03], [0.02, -0.01, 0.09], [-0.04, -0.09, 0.04], [0.04, 0.10, 0.09], [0.08, -0.06, -0.03], [0.03, -0.04, -0.01], [-0.01, -0.03, -0.01], [0.08, 0.02, 0.04], [0.02, 0.12, 0.01], [0.08, -0.07, 0.12], [-0.12, 0.00, -0.02], [-0.08, -0.02, -0.02], [0.09, 0.02, -0.01], [0.04, 0.06, 0.06], [0.03, 0.08, -0.06], [-0.24, -0.11, 0.03], [0.00, -0.05, 0.03], [0.02, 0.05, 0.08], [-0.02, 0.18, 0.02], [0.00, -0.33, 0.19], [0.09, 0.03, -0.07], [-0.04, -0.02, 0.34], [-0.01, 0.04, -0.05], [-0.07, 0.01, -0.07], [-0.07, 0.09, -0.05], [0.09, -0.02, 0.21], [0.36, 0.06, 0.25], [-0.19, -0.03, 0.01], [-0.08, -0.07, -0.20], [-0.38, 0.27, -0.57], [0.00, -0.21, 0.72], [-0.03, -0.06, -0.07], [0.01, -0.01, 0.03], [-0.01, -0.02, 0.06], [-0.03, 0.03, -0.04], [-0.02, -0.01, 0.00], [0.10, 0.02, 0.02], [-0.06, -0.03, -0.03], [0.04, -0.05, 0.05], [-0.03, 0.02, 0.06], [0.03, -0.02, 0.03], [0.02, -0.01, -0.07], [0.04, -0.02, 0.03], [-0.02, 0.01, 0.04], [0.06, 0.04, -0.03], [-0.05, -0.05, 0.05], [0.04, 0.01, -0.01], [-0.06, -0.10, -0.02], [-0.07, 0.02, 0.02], [0.10, 0.00, -0.07], [-0.09, -0.07, 0.05], [0.07, -0.09, -0.11], [-0.11, 0.27, 0.14], [-0.04, -0.06, -0.03], [-0.03, 0.05, 0.06], [-0.07, -0.28, 0.01], [0.07, 0.26, -0.01], [0.24, -0.23, -0.11], [-0.01, 0.05, 0.03], [0.01, 0.03, 0.01], [0.05, 0.12, 0.01], [-0.04, 0.00, 0.02], [-0.15, 0.57, 0.15], [0.16, -0.53, -0.16], [-0.04, 0.01, 0.12], [0.08, -0.23, -0.12], [0.19, 0.48, 0.31], [0.55, -0.71, -0.38], [-0.03, -0.24, -0.03], [0.02, 0.08, -0.02], [0.00, 0.05, -0.06], [0.03, 0.05, -0.04], [-0.32, 0.02, 0.06], [-0.23, 0.08, -0.21], [-0.05, -0.02, 0.08], [-0.04, 0.01, 0.04]]}